[1]
Formula: C2H7Br2N2
Source: the OMol25 dataset
Level of theory: ωB97M-V/def2-TZVPD

```
13
C2H7Br2N2 | the OMol25 dataset | ωB97M-V/def2-TZVPD
H 0.6974 -0.4783 -2.1510
C -1.1107 0.0076 0.4651
H -0.4916 0.2494 2.5166
H 0.3728 1.2073 -1.4607
N 0.9631 0.3176 -1.3666
Br -1.4387 1.8110 -0.1971
H 1.8732 0.6084 -1.6220
C 0.9727 -0.2766 -0.0487
H 1.5423 -1.1572 -0.1517
H 1.2609 0.5374 0.6899
H -1.3548 -1.1960 2.1251
Br -2.0852 -1.3934 -0.5825
N -1.2012 -0.2372 1.7835
```

Properties
gap between HOMO and LUMO = 0.33476 Ha
net charge = +1
relative energy (zero: lowest compared OMol25 entry of this formula, charge and spin) = 48.5 kcal/mol
lowest unoccupied orbital energy = -4.041 eV

=====

[2]
Formula: C2H7ClN2O3S
Source: the OMol25 dataset
Level of theory: ωB97M-V/def2-TZVPD

```
16
C2H7ClN2O3S | the OMol25 dataset | ωB97M-V/def2-TZVPD
O 1.2081 -1.6517 -1.0224
S 0.1652 -0.7412 -1.4126
C -0.2109 0.3108 1.2973
Cl 2.5885 1.1041 -0.3849
H 0.7994 -1.4213 1.0411
H -1.1949 0.3990 1.8426
H -1.1855 1.6819 -1.5740
N -1.2080 1.4307 -0.6035
N 0.2338 -0.9984 1.7409
O -0.1082 -0.5040 -2.7782
H -2.0024 1.6653 -0.0420
C -0.4902 0.3395 -0.1836
O -1.1090 -0.9842 -0.5767
H -0.5841 -1.5776 1.9839
H 0.4123 1.1172 1.4479
H 2.6857 -0.1702 -0.7758
```

Properties
gap between HOMO and LUMO = 0.37938 Ha
SMILES string = NC[C@]1(N)OS1(=O)=O.Cl
relative energy (zero: lowest compared OMol25 entry of this formula, charge and spin) = 21.8 kcal/mol
lowest unoccupied orbital energy = 0.596 eV